C9H10ClI2N4O2Ru as an isolated structure. Source: the Open Molecules 2025 dataset; level of theory: ωB97M-V/def2-TZVPD.

Element x y z (Å)
Ru: 0.646 0.535 -0.648
I: 3.244 0.776 -0.966
C: 2.958 2.882 -1.159
I: 0.831 3.001 -1.461
H: 3.452 3.275 -2.044
H: 3.193 3.435 -0.255
N: -3.265 0.246 0.586
C: -3.625 0.177 -0.723
C: -2.469 0.300 -1.463
N: -1.436 0.450 -0.599
C: -1.930 0.408 0.638
C: -0.946 0.484 1.668
N: 0.361 0.570 1.217
C: 1.190 0.569 2.352
C: 0.398 0.507 3.432
N: -0.931 0.453 2.980
H: -3.911 0.175 1.363
H: -4.650 0.051 -1.034
H: -2.349 0.279 -2.534
H: 2.262 0.612 2.278
H: 0.627 0.496 4.486
H: -1.737 0.389 3.593
Cl: -0.299 -3.409 -2.908
C: 1.043 -3.493 -1.784
C: 1.557 -2.123 -1.426
O: 2.692 -1.791 -1.311
O: 0.486 -1.210 -1.194
H: 1.868 -4.048 -2.224
H: 0.741 -3.994 -0.861

## Properties
charge	+3
energy above the lowest of the compared OMol25 structures with the same formula, charge and spin	0.00	kcal per mole
Kohn-Sham gap (alpha / beta)	5.23 / 5.23	eV
HOMO (alpha / beta)	-19.05 / -19.05	eV
multiplicity	1
strongest force on any atom	0.7	eV/Å
calculated total energy	-50826.1472	eV